Record 1
A cluster of 8 separate species, C2H20O7S2 in total. Source: the OMol25 dataset; level of theory: ωB97M-V/def2-TZVPD.

```
31
Properties=species:S:1:pos:R:3:forces:R:3
C 2.741182 1.239321 -0.251443 -1.479 0.639 -0.635
C 1.196092 1.321839 -0.315149 -0.514 -0.153 1.026
S 0.541147 3.027267 -0.086530 0.331 0.523 -0.439
S -0.913701 3.143545 1.368030 0.421 -0.066 -0.496
H 3.095077 2.163141 0.193986 0.389 -0.193 0.403
H 3.116704 1.208260 -1.269563 0.302 -0.248 0.018
H 2.949639 0.336516 0.301586 0.669 -0.081 0.060
H 0.781247 0.765477 0.528950 0.001 -0.061 -0.101
H 0.780417 0.889176 -1.217277 0.023 0.101 -0.161
H -0.121870 3.078242 2.439087 0.090 0.066 0.263
O -1.861310 0.400951 1.550442 -0.736 0.256 0.255
H -1.048945 -0.094479 1.428176 -0.163 -0.322 0.083
H -2.565766 -0.143407 1.915264 0.467 -0.525 0.162
O 2.125053 -2.385091 -0.951906 0.334 -0.095 0.427
H 2.545099 -2.042085 -1.744338 -0.181 0.003 -0.139
H 1.260905 -1.963668 -0.928383 -0.125 0.006 -0.201
O 0.359038 -0.803952 3.061796 -0.093 0.078 -0.516
H 1.117741 -0.551384 3.590089 0.043 -0.096 0.176
H -0.261811 -1.281480 3.611574 0.035 -0.007 0.489
O -2.078545 -0.730102 -2.197389 0.357 0.631 -0.716
H -2.403489 -1.560253 -1.863446 -0.375 -0.122 0.292
H -2.687319 0.006069 -1.998150 0.081 -0.542 0.511
O -3.238946 1.140170 -0.631421 -0.193 0.376 0.630
H -2.941021 0.764577 0.227512 0.149 -0.021 -0.771
H -2.885763 2.031790 -0.527562 -0.123 0.113 -0.367
O 0.485954 -1.083782 -2.952331 0.651 0.143 -0.160
H -0.134473 -0.584738 -2.412220 -0.517 -0.159 0.073
H 0.051061 -1.094166 -3.808048 -0.047 -0.089 -0.058
O -0.263562 -2.331458 0.709874 -0.454 0.068 -0.216
H -0.106246 -1.806987 1.504204 0.542 -0.316 0.020
H 0.366409 -3.059311 0.724585 0.115 0.092 0.089
```
Forces are in eV/Å.

Properties
**F_max**: 1.73 eV/Å
**E_HOMO**: -8.764 eV
**Gap between HOMO and LUMO**: 8.62 eV
**Calculated total energy**: -38401.4417 eV
**Structure (SMILES)**: CCSS.O.O.O.O.O.O.O

Record 2
A cluster of 9 separate species, C2H21NO9 in total. Source: the OMol25 dataset; level of theory: ωB97M-V/def2-TZVPD.

```
33
Properties=species:S:1:pos:R:3:forces:R:3
C -1.479807 -0.816049 0.390125 0.389 0.432 0.407
N -0.022034 -0.740443 0.287318 -0.411 0.370 -0.528
C 0.772040 -1.755992 0.651467 -0.608 -0.784 0.549
O 0.290740 -2.832606 0.992948 0.321 -0.030 0.392
H -1.796084 -0.094414 1.143975 -0.144 -0.016 0.007
H -1.769267 -1.801442 0.723061 -0.046 -0.197 -0.121
H -1.941413 -0.544636 -0.555553 -0.083 -0.175 -0.181
H 0.317420 0.076595 -0.189442 0.653 -0.131 0.279
H 1.855667 -1.627800 0.702366 0.019 0.589 -0.431
O -0.861170 2.340351 1.443758 -0.858 -0.632 1.459
H -0.399281 2.309416 0.589512 0.030 0.931 -0.011
H -0.765943 3.182298 1.896805 0.174 0.062 -0.384
O -2.759157 2.288589 -1.553097 0.331 0.232 -0.060
H -2.807551 1.639569 -0.846527 -0.161 0.005 0.119
H -1.862691 2.654110 -1.430224 -0.638 -0.429 -0.108
O -0.098127 2.562770 -0.841635 0.497 -0.478 -0.785
H 0.045771 3.441205 -1.195162 0.518 0.029 -0.177
H 0.509773 1.890129 -1.226510 0.109 0.490 -0.609
O 0.272450 0.728971 3.160949 0.118 -1.148 -0.536
H 0.405722 1.100153 4.031891 -0.255 0.569 -0.192
H -0.151334 1.293987 2.469260 -0.141 0.434 0.990
O 2.864317 0.497333 2.506778 -0.106 0.074 -0.449
H 3.003423 -0.440635 2.663625 -0.031 0.031 0.072
H 1.886643 0.605679 2.453213 0.514 -0.210 0.516
O 1.518080 0.613150 -2.098246 -0.306 0.228 -0.132
H 1.084562 -0.144025 -2.565095 0.248 -0.044 0.238
H 1.964930 1.110792 -2.791301 0.084 -0.033 0.065
O -0.091528 -3.964856 -1.373227 -0.508 -0.023 0.780
H 0.025698 -3.885486 -0.396915 0.442 -0.065 -0.533
H -1.033164 -3.753239 -1.414106 -0.012 -0.236 -0.471
O 0.371618 -1.712346 -2.863511 0.194 0.304 -0.244
H -0.198039 -1.691023 -2.094445 -0.408 0.051 0.234
H 0.847737 -2.530102 -2.672051 0.078 -0.199 -0.154
```
Forces are in eV/Å.

Properties
**F_max**: 1.81 eV/Å
**E_HOMO**: -10.225 eV
**Gap between HOMO and LUMO**: 10.16 eV
**Calculated total energy**: -22332.9584 eV
**Structure (SMILES)**: CNC=O.O.O.O.O.O.O.O.O

Record 3
A cluster of 10 separate species, C2H23O10 in total. Source: the OMol25 dataset; level of theory: ωB97M-V/def2-TZVPD.

```
35
Properties=species:S:1:pos:R:3:forces:R:3
C 0.353600 0.663886 0.940143 1.275 1.911 -0.093
C -0.643400 -0.434114 1.061143 -1.298 -0.082 -0.684
O -0.864400 -1.140114 -0.091857 0.717 -0.816 -0.277
H 1.257600 0.252886 0.488143 0.423 -0.188 0.480
H 0.550600 1.034886 1.968143 0.293 0.011 -0.472
H 0.201600 1.565886 0.253143 -0.744 -1.372 0.926
H -1.600400 -0.020114 1.294143 -0.900 0.824 1.204
H -0.395400 -1.071114 1.913143 0.373 -0.144 0.353
O 0.165600 -2.859114 -1.954857 0.248 0.645 -2.476
H -0.406400 -2.256114 -1.493857 -0.288 0.480 0.815
H 0.333600 -3.589114 -1.410857 0.188 -1.357 1.439
O 0.408600 0.272886 -2.041857 1.258 1.687 -0.087
H 0.201600 -0.213114 -1.252857 -1.119 -1.529 0.518
H 0.911600 0.996886 -1.597857 -0.472 -0.171 -1.332
O -1.439400 -3.480114 1.146143 1.480 -1.638 0.454
H -2.327400 -3.319114 1.377143 -1.530 0.463 0.188
H -1.103400 -2.706114 0.687143 -0.061 0.955 -0.664
O 3.659600 1.812886 0.698143 0.244 0.989 0.235
H 3.640600 1.911886 1.648143 -0.095 0.734 0.486
H 3.604600 0.880886 0.666143 -0.088 -1.868 -0.668
O -3.489400 -1.673114 -0.675857 -1.063 -0.802 1.067
H -3.337400 -1.328114 -1.531857 0.084 0.620 -1.364
H -2.601400 -1.661114 -0.306857 0.907 0.167 0.213
O 1.870600 -2.423114 0.607143 1.896 -1.166 0.486
H 2.655600 -1.852114 0.567143 -1.106 -0.014 -0.112
H 1.044600 -1.964114 0.570143 -0.752 0.996 -0.506
O 1.901600 2.635886 -1.412857 -0.311 0.067 0.310
H 2.498600 2.615886 -2.159857 0.256 -0.184 -0.048
H 2.339600 2.198886 -0.664857 0.289 0.446 -0.220
O -3.032400 1.350886 -0.399857 -0.221 1.466 -0.983
H -2.458400 0.680886 -0.064857 0.551 -1.070 0.260
H -2.523400 1.697886 -1.156857 -0.310 -0.229 0.458
O -0.188400 3.947886 0.576143 0.049 1.319 -0.691
H -0.085400 3.215886 1.163143 -0.325 -0.704 0.578
H -1.103400 4.252886 0.593143 0.152 -0.445 0.206
```
Forces are in eV/Å.

Properties
**F_max**: 2.57 eV/Å
**Charge**: -1
**E_HOMO**: -5.341 eV
**Gap between HOMO and LUMO**: 7.72 eV
**Calculated total energy**: -22923.1927 eV

Record 4
A structure of composition C2H24N4O10. Source: the OMol25 dataset; level of theory: ωB97M-V/def2-TZVPD.

```
40
Properties=species:S:1:pos:R:3:forces:R:3
O -14.990650 -16.911940 2.800560 -4.696 0.519 -4.737
H -14.865980 -15.966170 2.721700 -0.388 -0.502 1.265
H -14.573310 -17.140590 3.631090 0.358 1.135 1.612
O -14.058940 -17.343740 4.656330 -3.434 5.137 6.525
H -14.853340 -17.617900 5.114590 -0.316 0.385 0.762
H -13.586390 -18.158690 4.486670 -1.003 0.933 1.061
O -11.931040 -17.517620 -0.788340 -0.025 2.662 -4.497
H -12.736040 -17.053700 -1.018500 -0.261 -0.065 -0.443
H -12.206290 -18.171720 -0.145990 -0.102 1.913 -2.353
O -10.269730 -17.345770 0.646770 1.593 -0.239 0.929
H -9.802850 -18.154550 0.856880 0.605 -0.032 0.265
H -10.741040 -17.125100 1.450140 0.238 0.427 0.455
O -14.886580 -19.021700 2.178740 -9.152 4.373 -4.010
H -15.670950 -19.257000 1.683130 -0.199 -0.157 -0.400
H -15.194890 -18.393710 2.832040 -0.749 2.014 0.119
O -11.490600 -16.602230 4.016680 3.405 1.904 3.954
H -11.395390 -15.698130 3.717060 0.029 0.253 0.186
H -11.961530 -17.041420 3.308460 0.349 0.067 0.327
O -12.577520 -18.787500 0.783390 -0.853 -6.351 0.835
H -11.811750 -19.357010 0.709350 0.409 -0.764 -0.053
H -13.176670 -19.264440 1.357660 -0.313 -0.824 0.082
O -12.627730 -17.306610 2.343270 -1.390 0.550 -1.490
H -13.397010 -17.697010 2.758040 -0.139 0.869 -0.602
H -12.307400 -17.983190 1.746740 0.477 0.597 0.043
C -12.816820 -20.028510 3.810110 -1.497 -1.323 -1.988
O -12.899440 -18.898740 4.272740 7.158 -7.306 -0.505
N -13.454930 -20.326830 2.697270 6.013 -6.138 0.754
N -12.213350 -21.032630 4.361140 2.675 -1.427 3.092
H -14.124070 -19.621450 2.423790 0.769 -2.269 0.292
H -13.373770 -21.233830 2.260380 0.113 -0.065 0.449
H -11.663200 -20.758430 5.162540 0.092 -0.608 0.117
H -12.208310 -21.989830 4.038880 -0.032 0.532 -0.014
C -14.611270 -14.596610 1.806810 1.951 0.050 -1.030
O -14.517090 -14.542370 3.023850 -0.325 1.753 0.671
N -13.794020 -15.337680 1.083860 2.717 -0.821 -1.121
N -15.477770 -14.041590 1.011150 -3.812 2.755 -1.022
H -13.918090 -15.584560 0.112400 -0.093 0.320 0.419
H -13.044020 -15.802210 1.575600 -0.259 -0.262 -0.230
H -15.450740 -14.171210 0.009870 0.014 0.179 0.484
H -16.174620 -13.423480 1.401600 0.074 -0.175 -0.205
```
Forces are in eV/Å.

Properties
**F_max**: 10.91 eV/Å
**E_HOMO**: -8.765 eV
**Gap between HOMO and LUMO**: 8.52 eV
**Calculated total energy**: -28886.7809 eV

Record 5
A cluster of 10 separate species, C2H24O10 in total. Source: the OMol25 dataset; level of theory: ωB97M-V/def2-TZVPD.

```
36
Properties=species:S:1:pos:R:3:forces:R:3
C -2.383335 -0.631298 2.307927 0.051 0.506 0.787
O -2.300053 0.181755 3.491944 0.207 -0.477 -0.046
H -2.647066 -1.630149 2.643839 -0.067 -0.088 -0.169
H -3.157414 -0.232914 1.650377 0.060 -0.086 -0.145
H -1.426383 -0.674954 1.786670 -0.092 -0.068 -0.164
H -1.653255 0.878386 3.344150 -0.245 0.190 -0.255
C -0.359693 -1.523090 -3.238171 0.160 -0.463 -0.099
O -0.619600 -0.445595 -2.361150 0.084 -0.180 -0.181
H -0.268548 -2.445269 -2.653206 -0.062 0.150 0.007
H -1.169374 -1.678394 -3.959200 0.069 0.132 -0.023
H 0.589109 -1.401308 -3.771202 -0.101 0.095 -0.038
H -0.244078 0.352859 -2.767155 -0.072 0.114 0.164
O 1.061025 -0.965707 3.642469 -0.093 0.147 -0.007
H 0.775879 -0.671336 2.769890 0.059 -0.127 -0.022
H 0.252743 -0.982369 4.169575 0.005 0.007 -0.063
O 0.746266 0.125270 0.298422 0.223 -0.121 0.479
H 0.605301 -0.820966 0.131773 0.029 -0.010 -0.173
H 1.223207 0.448748 -0.475232 -0.215 0.013 -0.067
O -2.475920 -2.011147 -0.717646 0.101 -0.105 0.001
H -1.805565 -1.580396 -1.267209 -0.089 0.238 0.099
H -3.055451 -1.287962 -0.460462 -0.002 -0.021 -0.019
O 1.074765 -2.721676 -0.187262 0.014 0.009 -0.027
H 0.526605 -3.505856 -0.297469 -0.067 0.073 0.049
H 1.887955 -2.901839 -0.669585 -0.026 -0.014 0.028
O 0.832372 1.798321 -3.166143 0.238 0.108 0.136
H 0.982620 2.347298 -2.372006 -0.363 0.000 0.008
H 1.440561 2.129149 -3.832397 -0.060 -0.061 -0.043
O 0.758290 3.244294 -0.677005 0.361 -0.090 0.032
H 0.239317 2.829095 0.030355 -0.242 -0.035 -0.178
H 1.674955 3.139918 -0.381153 -0.051 -0.035 0.046
O 3.173969 1.704789 0.213781 0.032 0.014 0.090
H 4.119373 1.799318 0.368007 -0.040 0.003 0.003
H 2.859347 1.078743 0.880312 -0.033 0.017 -0.091
O -0.783926 2.084820 1.704665 0.353 0.049 0.257
H -0.212879 2.701675 2.179843 -0.134 -0.019 0.092
H -0.261111 1.267774 1.639665 0.007 0.136 -0.469
```
Forces are in eV/Å.

Properties
**F_max**: 0.94 eV/Å
**E_HOMO**: -10.151 eV
**Gap between HOMO and LUMO**: 10.23 eV
**Calculated total energy**: -22938.6037 eV
**Structure (SMILES)**: CO.CO.O.O.O.O.O.O.O.O